# 1
ORCA calculation (ωB97M-V with the def2-TZVPD basis set) on a 2-piece molecular cluster, C5H14NOP overall at a distorted geometry.

```
22
Properties=species:S:1:pos:R:3:forces:R:3:nbo_charge:R:1
C 2.850 -1.229 -1.198 -0.465 0.220 0.184 -0.9582
C -4.002 -0.754 0.107 -0.002 0.031 0.010 -0.6440
C 1.900 2.227 0.319 -0.133 0.081 0.040 -0.2426
C -3.142 0.398 -0.294 -0.209 -0.025 0.009 -0.1717
C -1.841 0.461 -0.085 -0.025 0.098 0.048 -0.4033
N 1.893 -1.311 1.268 -0.094 0.149 -0.075 -1.1653
O 2.497 0.971 0.103 0.027 -0.590 -0.284 -0.8220
P 1.570 -0.411 -0.144 1.070 0.134 0.120 1.2162
H 2.648 -2.297 -1.223 0.016 -0.083 -0.031 0.2320
H 3.841 -1.040 -0.788 0.031 -0.019 0.041 0.2277
H -4.573 -1.118 -0.746 -0.066 -0.082 -0.006 0.2144
H -3.398 -1.567 0.502 -0.006 -0.093 0.042 0.2093
H -4.715 -0.444 0.872 -0.079 -0.049 0.015 0.2148
H 1.459 2.615 -0.602 -0.041 0.068 -0.003 0.1705
H 2.694 2.899 0.645 -0.122 0.042 -0.005 0.1890
H 1.126 2.186 1.091 -0.008 0.040 0.027 0.1673
H 2.802 -0.833 -2.211 0.023 0.032 0.001 0.2309
H -3.658 1.217 -0.781 0.047 0.146 -0.071 0.1896
H -1.306 -0.342 0.395 0.025 -0.152 0.051 0.1873
H -1.250 1.309 -0.387 0.085 0.171 -0.077 0.1945
H 2.860 -1.272 1.575 -0.068 -0.095 0.016 0.3788
H 1.273 -1.129 2.045 -0.006 -0.023 -0.052 0.3850
```
Positions in Å, forces in eV/Å.

Computed properties:
net charge: 0
highest occupied orbital energy: -8.90 eV
SMILES string: COP(C)N.C=CC
spin multiplicity: 1

# 2
ORCA calculation (ωB97M-V with the def2-TZVPD basis set) on a 2-piece molecular cluster, C5H14NOP overall at a distorted geometry.

```
22
Properties=species:S:1:pos:R:3:forces:R:3:nbo_charge:R:1
C -2.647 0.889 0.741 2.291 -1.820 -0.387 -0.6072
C 3.067 -1.199 0.382 -0.916 -0.117 1.388 -0.6516
C -2.737 -0.417 -0.104 2.156 1.080 -0.304 -0.4068
C -1.328 -1.062 -0.260 -0.976 0.434 0.550 -0.2150
C 2.836 0.312 0.236 -2.635 -0.134 -3.529 -0.6198
N -0.336 -0.138 -0.687 1.085 0.184 1.402 -0.9679
O 0.553 2.138 -0.783 2.280 1.913 -0.042 -1.0431
P 0.396 0.944 0.370 3.649 -0.427 -0.593 1.2126
H -1.889 1.613 0.296 -0.955 -1.059 0.619 0.2021
H -3.550 1.403 0.679 -1.704 0.729 0.693 0.2137
H -2.283 0.505 1.726 -0.627 1.225 -0.323 0.2113
H 2.108 -1.769 0.164 0.853 0.607 0.731 0.2030
H 3.683 -1.545 -0.413 0.944 -0.246 -0.597 0.2041
H 3.552 -1.532 1.359 -0.927 0.423 -1.157 0.2051
H -2.983 -0.091 -1.104 -0.704 -0.340 -0.470 0.1878
H -3.361 -1.203 0.276 -0.845 0.049 0.201 0.2085
H -0.989 -1.547 0.641 -0.024 -0.156 0.551 0.1907
H -1.369 -1.814 -1.010 -0.221 -0.940 -0.564 0.1975
H 3.007 0.527 -0.929 -0.537 -0.012 2.445 0.1746
H 3.358 1.049 0.800 0.504 0.135 0.722 0.1867
H -0.513 0.212 -1.578 0.102 0.713 -1.789 0.3928
H 1.427 2.723 -0.802 -2.792 -2.240 0.451 0.5210
```
Positions in Å, forces in eV/Å.

Computed properties:
net charge: 0
highest occupied orbital energy: -7.10 eV
spin multiplicity: 1

# 3
ORCA calculation (ωB97M-V with the def2-TZVPD basis set) on a 2-piece molecular cluster, C5H14NOS overall at a distorted geometry.

```
22
Properties=species:S:1:pos:R:3:forces:R:3:nbo_charge:R:1
C -2.484 -0.635 -0.482 0.029 -0.118 -0.009 -0.0654
O -3.070 -0.598 -1.788 -0.301 0.046 -0.245 -0.7454
C -1.798 -1.985 -0.365 -0.351 -0.205 -0.177 -0.4134
C -1.314 -2.317 1.032 -0.561 0.143 0.538 -0.6178
H -1.771 0.180 -0.362 0.155 -0.054 0.097 0.2046
H -3.268 -0.540 0.282 -0.020 0.008 0.004 0.1289
H -3.198 0.310 -2.076 0.151 -0.040 0.204 0.4622
H -2.534 -2.728 -0.692 0.047 -0.055 -0.089 0.1781
H -0.978 -1.991 -1.080 0.144 -0.057 0.061 0.2291
H -2.150 -2.404 1.741 -0.158 0.282 -0.132 0.1694
H -0.838 -3.293 1.122 0.418 0.155 -0.344 0.1974
H -0.667 -1.506 1.362 0.333 -0.248 0.128 0.2526
C 2.690 2.084 0.415 -0.144 1.090 0.156 -0.2261
C 2.511 0.601 0.707 -0.210 0.146 -0.877 -0.5347
S 1.077 -0.053 -0.237 0.119 0.054 0.191 -0.7396
N 1.546 2.971 0.711 -0.089 -0.226 0.082 -0.8637
H 2.847 2.229 -0.657 0.203 -0.326 -0.029 0.1806
H 3.553 2.543 0.923 0.060 -0.336 0.047 0.1522
H 2.397 0.403 1.775 0.112 0.051 0.065 0.1702
H 3.415 0.122 0.319 0.059 -0.194 0.338 0.1803
H 1.353 2.970 1.710 0.083 -0.125 -0.031 0.3246
H 0.749 2.494 0.289 -0.079 0.008 0.023 0.3758
```
Positions in Å, forces in eV/Å.

Computed properties:
net charge: -1
highest occupied orbital energy: -2.69 eV
spin multiplicity: 1

# 4
ORCA calculation (ωB97M-V with the def2-TZVPD basis set) on a 2-piece molecular cluster, C5H14NS overall at a distorted geometry.

```
21
Properties=species:S:1:pos:R:3:forces:R:3:nbo_charge:R:1
C -2.115 2.443 1.333 0.225 0.167 0.259 -0.6744
C -1.501 1.484 2.316 0.468 0.295 -0.468 -0.1646
C -0.187 1.221 2.313 -0.579 0.094 0.647 -0.4562
H -2.561 3.301 1.838 -0.073 -0.040 0.030 0.2610
H -1.335 2.826 0.672 -0.129 0.046 -0.097 0.2132
H -2.911 1.985 0.741 -0.041 -0.021 0.018 0.2104
H -2.154 1.027 3.051 -0.017 -0.248 -0.095 0.2228
H 0.219 0.517 3.027 0.151 0.037 0.026 0.2239
H 0.510 1.836 1.754 -0.012 -0.210 -0.318 0.2112
C -0.210 -1.285 -0.660 0.138 -0.327 -0.477 -0.2387
C 0.874 -0.485 -1.355 0.835 -0.034 0.638 -0.5549
S 2.335 -1.523 -1.748 -0.465 0.117 -0.067 0.0369
N -1.332 -0.376 -0.257 -0.063 0.529 -0.013 -0.7050
H 0.178 -1.779 0.226 -0.092 0.038 0.094 0.2363
H -0.622 -2.035 -1.334 -0.030 -0.044 0.116 0.2360
H 1.249 0.276 -0.664 -0.183 0.194 -0.204 0.2293
H 0.547 -0.001 -2.273 -0.098 -0.076 -0.056 0.2385
H 2.821 -1.495 -0.500 0.052 -0.046 -0.005 0.1292
H -2.148 -0.867 0.114 0.141 -0.083 0.092 0.4434
H -1.645 0.138 -1.079 -0.107 0.095 -0.050 0.4320
H -1.028 0.329 0.460 -0.120 -0.484 -0.068 0.4697
```
Positions in Å, forces in eV/Å.

Computed properties:
net charge: +1
highest occupied orbital energy: -12.96 eV
spin multiplicity: 1

# 5
ORCA calculation (ωB97M-V with the def2-TZVPD basis set) on a 2-piece molecular cluster, C5H14O overall at a distorted geometry.

```
20
Properties=species:S:1:pos:R:3:forces:R:3:nbo_charge:R:1
C 1.864 0.870 1.242 -0.343 0.281 0.788 -0.0645
C 1.063 1.660 2.291 0.259 0.070 0.515 -0.6444
O 2.183 -0.443 1.685 -0.300 -0.236 0.050 -0.7162
H 1.322 0.879 0.298 -0.004 -0.241 -0.185 0.1555
H 2.824 1.332 1.099 0.390 0.263 -0.315 0.1807
H 0.647 0.939 3.002 -0.426 0.129 -0.190 0.2043
H 1.397 -0.872 2.061 0.271 0.288 -0.276 0.4612
H 0.288 2.308 1.875 -0.067 -0.337 -0.079 0.2121
H 1.665 2.317 2.932 0.239 -0.190 -0.305 0.2129
C -0.984 -0.834 -2.030 -0.158 -0.472 -0.956 -0.4035
C -2.245 -0.030 -1.697 0.616 -0.061 -0.089 -0.6110
C -0.362 -1.601 -0.883 -0.165 0.326 0.772 -0.6038
H -1.160 -1.561 -2.830 -0.542 -0.077 0.078 0.1949
H -0.259 -0.205 -2.550 0.265 0.296 0.533 0.1966
H -2.224 0.897 -2.254 -0.282 0.231 -0.279 0.2082
H 0.109 -0.929 -0.158 0.398 -0.016 -0.319 0.1939
H -1.101 -2.099 -0.240 -0.122 -0.246 -0.559 0.2000
H -2.201 0.264 -0.654 -0.271 -0.042 0.297 0.1993
H -3.172 -0.561 -1.918 0.094 0.018 0.194 0.2096
H 0.345 -2.331 -1.271 0.148 0.014 0.326 0.2141
```
Positions in Å, forces in eV/Å.

Computed properties:
net charge: 0
highest occupied orbital energy: -10.37 eV
SMILES string: CCC.CCO
spin multiplicity: 1

# 6
ORCA calculation (ωB97M-V with the def2-TZVPD basis set) on a 2-piece molecular cluster, C5H14O overall at a distorted geometry.

```
20
Properties=species:S:1:pos:R:3:forces:R:3:nbo_charge:R:1
C -0.572 2.305 -0.393 2.784 0.688 -2.997 -0.6509
C 0.057 1.502 0.780 -2.431 -1.614 1.628 -0.4118
C -0.694 0.052 0.958 0.532 1.923 -0.457 -0.3928
C -1.558 -0.448 -0.195 -1.242 -0.477 0.220 -0.4147
C -0.998 -1.156 -1.462 2.594 0.350 0.507 -0.6252
H 0.265 2.974 -0.875 -1.453 -0.777 1.188 0.2158
H -0.895 1.790 -1.392 0.626 0.007 2.186 0.2172
H -1.397 2.961 -0.197 -0.327 0.236 0.722 0.2177
H 1.128 1.334 0.848 0.119 0.536 -0.732 0.2042
H -0.276 1.880 1.835 1.167 0.464 -2.194 0.2007
H -1.369 0.473 1.752 0.173 -2.091 -0.400 0.2055
H -0.008 -0.780 1.226 -0.368 0.790 0.498 0.1962
H -2.240 0.414 -0.493 0.473 -1.454 0.294 0.2032
H -2.127 -1.260 0.352 -0.126 0.942 -0.864 0.2051
H -1.776 -1.733 -1.942 -0.070 0.084 -0.276 0.2161
H -0.114 -1.853 -1.261 -1.366 0.462 0.364 0.2066
H -0.449 -0.489 -2.174 -1.065 -0.075 0.315 0.2054
H 2.572 -2.242 0.922 -2.059 -0.848 1.741 0.4620
H 3.324 -1.040 0.464 0.046 -0.162 -0.079 0.4670
O 3.244 -1.995 0.351 1.995 1.016 -1.665 -0.9275
```
Positions in Å, forces in eV/Å.

Computed properties:
net charge: 0
highest occupied orbital energy: -10.23 eV
SMILES string: CCCCC.O
spin multiplicity: 1

Results for relative energy (zero: lowest compared OMol25 entry of this formula, charge and spin): 0.292; 2.217; 0.671; 1.150; 0.915; 2.035 (in eV, following the order of the records).
Results for calculated total energy: -670.2420; -670.1713; -727.1068; -651.5703; -274.1084; -274.0673 (in Eh, following the order of the records).